Entry from the Open Molecules 2025 dataset: one molecule with the formula C2H5FN2OS in a non-equilibrium geometry (ωB97M-V/def2-TZVPD).

Element x y z (Å)
O (-1.20, 2.02, -0.16)
H (2.65, -0.01, 1.15)
F (-1.70, -1.85, -0.05)
H (0.12, -1.95, 0.71)
S (2.39, -0.19, -0.14)
H (-2.05, 2.43, 0.12)
C (-0.38, -1.49, -0.16)
N (0.94, 0.67, -0.10)
H (-0.02, -1.96, -1.08)
C (-0.26, 0.03, -0.07)
N (-1.37, 0.64, 0.02)
H (0.87, 1.66, -0.25)

Properties
- HOMO level: -8.847 eV
- SMILES string: O/N=C(/CF)NS
- Kohn-Sham gap: 0.3489 hartree
- Net charge: 0
- Relative energy (zero: lowest compared OMol25 entry of this formula, charge and spin): 0.169 eV

These are the Mulliken partial charges, in e, on atoms 1 to 8: atom 1 (O): -0.44, atom 2 (H): 0.14, atom 3 (F): -0.28, atom 4 (H): 0.28, atom 5 (S): -0.18, atom 6 (H): 0.36, atom 7 (C): -0.37, atom 8 (N): -0.32

Entry from the Open Molecules 2025 dataset: a 2-piece molecular cluster, C2H5FNO overall in a non-equilibrium geometry (ωB97M-V/def2-TZVPD).

Element x y z (Å)
H (-0.61, 1.53, 0.54)
O (0.90, -2.24, -0.71)
H (-1.27, 0.06, -2.15)
H (-1.61, -0.58, -1.99)
H (1.09, 1.49, -0.09)
N (0.88, -1.04, -0.25)
C (0.32, 1.07, 0.75)
C (0.15, -0.43, 0.51)
F (-0.72, -1.10, 1.57)
H (0.85, 1.24, 1.80)

Properties
- HOMO level: -2.015 eV
- Kohn-Sham gap: 0.2373 hartree
- Net charge: -1
- Relative energy (zero: lowest compared OMol25 entry of this formula, charge and spin): 4.594 eV

These are the Mulliken partial charges, in e, on atoms 1 to 8: atom 1 (H): 0.23, atom 2 (O): -0.71, atom 3 (H): -0.04, atom 4 (H): 0.03, atom 5 (H): 0.20, atom 6 (N): -0.19, atom 7 (C): -0.66, atom 8 (C): 0.34

Entry from the Open Molecules 2025 dataset: one molecule with the formula C2H5FOS in a non-equilibrium geometry (ωB97M-V/def2-TZVPD).

Element x y z (Å)
C (-1.10, 0.18, 0.64)
O (2.39, 0.81, -1.16)
F (2.01, -1.18, 0.68)
H (-0.11, -1.21, -0.65)
C (-0.16, -0.05, -0.55)
H (-1.82, -0.57, 0.54)
S (1.58, 0.51, -0.02)
H (-1.74, 1.14, 0.54)
H (-0.35, 0.21, -1.58)
H (-0.68, 0.15, 1.55)

Properties
- HOMO level: -10.319 eV
- Kohn-Sham gap: 0.3757 hartree
- Net charge: 0
- Relative energy (zero: lowest compared OMol25 entry of this formula, charge and spin): 0.752 eV

These are the Mulliken partial charges, in e, on atoms 1 to 8: atom 1 (C): -1.12, atom 2 (O): -0.44, atom 3 (F): -0.43, atom 4 (H): 0.23, atom 5 (C): -0.38, atom 6 (H): 0.34, atom 7 (S): 0.65, atom 8 (H): 0.28

Entry from the Open Molecules 2025 dataset: one molecule with the formula C2H5FS in a non-equilibrium geometry (ωB97M-V/def2-TZVPD).

Element x y z (Å)
H (0.70, -0.16, 1.25)
C (0.03, 0.71, 1.12)
H (-0.05, -0.05, -1.02)
H (-0.65, 0.67, 1.95)
H (0.76, 1.52, 1.09)
C (-0.68, 0.45, -0.18)
H (-2.37, -0.33, 1.44)
F (-1.21, 1.56, -0.80)
S (-2.06, -0.72, 0.15)

Properties
- HOMO level: -9.616 eV
- SMILES string: C[C@H](F)S
- Kohn-Sham gap: 0.3875 hartree
- Net charge: 0
- Relative energy (zero: lowest compared OMol25 entry of this formula, charge and spin): 0.021 eV

These are the Mulliken partial charges, in e, on atoms 1 to 8: atom 1 (H): 0.31, atom 2 (C): -0.98, atom 3 (H): 0.26, atom 4 (H): 0.26, atom 5 (H): 0.31, atom 6 (C): 0.21, atom 7 (H): 0.11, atom 8 (F): -0.28

Entry from the Open Molecules 2025 dataset: one molecule with the formula C2H5FSi in a non-equilibrium geometry (ωB97M-V/def2-TZVPD).

Element x y z (Å)
F (-1.54, 0.84, -0.93)
H (-0.21, -1.50, 0.93)
C (-0.63, 0.07, -0.09)
H (-2.00, -1.64, 0.38)
H (1.19, 2.02, 0.53)
H (1.29, 0.89, -1.73)
Si (1.16, 0.72, -0.15)
C (-1.08, -0.99, 0.54)
H (1.84, -0.41, 0.53)

Properties
- HOMO level: -10.184 eV
- SMILES string: C=C(F)[SiH3]
- Kohn-Sham gap: 0.4083 hartree
- Net charge: 0
- Relative energy (zero: lowest compared OMol25 entry of this formula, charge and spin): 2.314 eV

These are the Mulliken partial charges, in e, on atoms 1 to 8: atom 1 (F): -0.30, atom 2 (H): 0.19, atom 3 (C): 0.23, atom 4 (H): 0.28, atom 5 (H): -0.06, atom 6 (H): -0.04, atom 7 (Si): 0.37, atom 8 (C): -0.57

Entry from the Open Molecules 2025 dataset: C2H5I2P as an isolated structure in a non-equilibrium geometry (ωB97M-V/def2-TZVPD).

Element x y z (Å)
H (-2.69, 0.49, 0.55)
H (1.32, -0.11, 1.52)
H (-0.83, -1.41, 0.21)
C (-0.35, -0.53, -0.15)
I (1.82, 1.87, -0.12)
H (-1.89, 0.97, -1.22)
H (0.01, -0.63, -1.32)
I (2.69, -1.52, -0.02)
P (-1.37, 0.93, 0.06)
C (1.29, -0.07, 0.49)

Properties
- HOMO level: -8.869 eV
- Kohn-Sham gap: 0.3252 hartree
- Net charge: 0
- Relative energy (zero: lowest compared OMol25 entry of this formula, charge and spin): 2.692 eV

These are the Mulliken partial charges, in e, on atoms 1 to 8: atom 1 (H): 0.06, atom 2 (H): 0.50, atom 3 (H): 0.45, atom 4 (C): -0.62, atom 5 (I): 0.15, atom 6 (H): 0.04, atom 7 (H): 0.30, atom 8 (I): 0.11

Entry from the Open Molecules 2025 dataset: a 2-piece molecular cluster, C2H5IN2O2 overall in a non-equilibrium geometry (ωB97M-V/def2-TZVPD).

Element x y z (Å)
C (0.05, 0.11, -0.42)
H (-1.13, 0.71, 1.39)
C (-0.20, 0.62, 0.93)
O (-1.68, -1.29, -0.74)
O (-0.35, -2.05, -4.14)
H (0.28, 1.58, 1.05)
H (0.79, 0.54, -1.07)
I (-3.24, -2.08, -3.50)
N (-1.17, -1.40, -3.61)
H (-1.96, -0.96, 0.19)
H (0.37, 0.10, 1.73)
N (-0.61, -0.66, -1.17)

Properties
- HOMO level (spin up / spin down): -8.794 / -8.794 eV
- SMILES string: C/C=N\O.O=NI
- Kohn-Sham gap (spin up / spin down): 0.3022 / 0.3021 hartree
- Net charge: 0
- Relative energy (zero: lowest compared OMol25 entry of this formula, charge and spin): 2.602 eV

These are the Mulliken partial charges, in e, on atoms 1 to 8: atom 1 (C): 0.12, atom 2 (H): 0.41, atom 3 (C): -1.24, atom 4 (O): -0.32, atom 5 (O): -0.23, atom 6 (H): 0.28, atom 7 (H): 0.38, atom 8 (I): -0.03

Entry from the Open Molecules 2025 dataset: an isolated ion of composition C2H5IN3O and charge +1 in a non-equilibrium geometry (ωB97M-V/def2-TZVPD).

Element x y z (Å)
H (-0.42, -2.73, -0.74)
I (1.59, -3.38, 0.99)
H (0.92, 2.71, -0.05)
H (-1.26, 1.85, -0.77)
C (-0.80, -0.04, -0.45)
H (1.18, -0.44, 0.56)
H (0.18, 2.49, 1.28)
N (-0.63, 1.32, -0.19)
N (0.43, 1.89, 0.41)
O (-1.77, -0.49, -1.04)
C (0.29, -2.25, -0.08)
N (0.30, -0.92, 0.08)

Properties
- HOMO level: -14.400 eV
- SMILES string: NNC(=O)/[NH+]=C/I
- Kohn-Sham gap: 0.3138 hartree
- Net charge: +1
- Relative energy (zero: lowest compared OMol25 entry of this formula, charge and spin): 0.075 eV

These are the Mulliken partial charges, in e, on atoms 1 to 8: atom 1 (H): 0.44, atom 2 (I): 0.34, atom 3 (H): 0.29, atom 4 (H): 0.27, atom 5 (C): 0.45, atom 6 (H): 0.38, atom 7 (H): 0.28, atom 8 (N): 0.10